{
  "formula": "CH4N5",
  "method": "wB97M-V/def2-TZVPD",
  "symbols": ["H", "N", "N", "N", "N", "N", "C", "H", "H", "H"],
  "coordinates": [[-0.703, 2.182, -0.227], [-0.952, 1.270, 0.138], [-2.033, 0.749, 0.077], [-2.106, -0.532, -0.048], [-0.907, -1.106, -0.128], [0.066, -0.408, 0.022], [1.458, -0.522, 0.036], [1.846, -0.079, 0.996], [1.637, -1.546, 0.063], [1.695, -0.007, -0.930]],
  "atomic_forces_ev_per_a": [[0.085, 0.462, 0.128], [2.446, -1.799, 0.353], [-0.050, -0.260, -0.521], [-2.848, -0.909, -0.158], [2.388, 0.734, 1.038], [-4.429, 2.167, -0.394], [0.859, 2.064, 0.023], [-0.196, -0.073, -1.265], [0.809, -1.882, -0.300], [0.937, -0.505, 1.095]],
  "smiles": "[H]/N=N/N=[N+]=NC",
  "charge": 1,
  "orbital_gap_ev": 9.64,
  "total_energy_ha": -313.8109,
  "e_homo_ev": -16.54,
  "e_above_lowest_kcal_mol": 103.1
}